# C18H38F2O12

A cluster of 8 separate species, C18H38F2O12 in total in a non-equilibrium geometry (ωB97M-V with the def2-TZVPD basis set, OMol25).

```
70
Properties=species:S:1:pos:R:3:forces:R:3
O 3.962752 0.054670 -1.879757 -0.006 0.199 -0.300
C 3.667269 -0.612325 -0.949111 0.017 -0.109 0.402
O 2.658622 -1.505620 -0.903816 -0.097 0.005 -0.065
C 2.493833 -1.890048 0.460132 -0.429 0.087 0.651
C 3.869719 -1.655437 1.029538 -0.305 0.325 0.162
F 4.714193 -2.706811 0.798196 0.002 -0.053 0.061
O 4.294145 -0.554496 0.266384 0.233 -0.272 -0.300
H 1.787732 -1.208613 0.944162 0.123 0.104 -0.128
H 2.072421 -2.883032 0.593470 0.401 -0.218 -0.483
H 3.882900 -1.373050 2.077774 0.148 -0.083 0.015
O -5.434703 -0.584922 -3.534690 -0.121 -0.236 -0.289
C -5.005851 -0.113113 -2.545869 0.129 0.352 0.278
O -3.873555 0.623144 -2.454994 -0.071 0.022 0.151
C -3.632147 0.960122 -1.089260 0.233 -0.112 0.112
C -4.945519 0.614794 -0.398007 0.037 -0.166 -0.262
F -5.697652 1.751988 -0.228306 -0.003 0.003 0.070
O -5.592084 -0.220121 -1.311162 0.098 0.029 -0.062
H -2.777617 0.387872 -0.721766 -0.127 -0.115 0.018
H -3.406138 2.021008 -0.999542 -0.127 0.030 -0.083
H -4.881726 0.096551 0.553641 0.066 0.100 0.100
C -1.830017 -3.327802 -3.336224 -0.118 -0.101 -0.301
C -1.406034 -2.776933 -1.967086 -0.181 0.004 0.080
C -0.215615 -3.668229 -1.566228 0.343 0.659 0.347
O -0.203126 -4.762309 -2.448718 -0.148 -0.030 -0.300
C -0.700212 -4.269240 -3.705162 0.356 -0.526 0.561
H -1.962420 -2.557979 -4.095498 -0.064 0.066 0.070
H -2.751247 -3.905837 -3.278183 -0.094 0.130 0.132
H -2.230370 -2.852613 -1.256191 0.072 -0.018 0.062
H -1.109485 -1.731014 -2.017241 0.022 0.034 -0.038
H -0.266332 -4.007225 -0.528386 -0.174 -0.288 -0.153
H 0.725888 -3.103396 -1.651260 -0.091 0.003 -0.167
H -1.008581 -5.165863 -4.237290 -0.021 0.167 -0.316
H 0.092799 -3.744123 -4.250137 0.063 -0.083 0.002
C 1.429558 2.385806 3.549512 0.034 0.465 -0.277
C 2.102289 2.937073 2.278328 -0.217 -0.274 0.156
C 2.763119 1.690089 1.668636 -0.433 0.834 0.962
O 3.031672 0.808856 2.766339 -0.038 0.072 0.032
C 2.363585 1.260080 3.967211 0.137 -0.251 -0.554
H 0.423429 2.034632 3.319626 0.066 -0.145 0.046
H 1.332456 3.170902 4.298902 0.024 -0.131 0.134
H 2.844151 3.687982 2.554179 0.111 -0.076 -0.058
H 1.385599 3.399998 1.597444 0.055 -0.060 0.097
H 3.692428 2.004945 1.202131 0.043 -0.557 -0.385
H 2.049366 1.192062 1.009298 0.300 0.006 -0.405
H 3.134048 1.587371 4.667172 -0.085 0.046 0.113
H 1.838672 0.392948 4.369858 -0.002 0.079 0.206
C -0.572278 0.388355 1.315420 -0.196 -0.272 0.369
O -0.269698 -0.317168 0.123720 0.031 -0.050 0.178
H -1.553766 0.092317 1.706190 -0.024 0.100 -0.203
H 0.136737 0.080580 2.090988 0.115 0.290 -0.063
H -0.544375 1.471584 1.179408 0.114 -0.005 -0.008
H -0.234120 0.313002 -0.610632 -0.278 -0.087 -0.212
C -0.375375 -2.858564 2.576843 -0.153 -0.163 -0.140
O -1.320659 -2.596988 1.554736 0.041 -0.022 0.057
H 0.180737 -1.965290 2.877711 -0.007 0.022 0.019
H -0.938973 -3.224951 3.433036 0.065 0.028 0.049
H 0.338937 -3.638206 2.287855 0.001 0.025 -0.012
H -0.883838 -2.164396 0.809413 0.022 0.105 0.009
C 0.959874 2.017652 -1.825557 -0.075 0.362 0.183
O -0.347998 1.441979 -1.979868 0.294 -0.007 -0.026
H 1.053217 2.477407 -0.835867 -0.027 -0.038 -0.047
H 1.707206 1.235285 -1.926166 -0.060 -0.058 -0.155
H 1.128565 2.795016 -2.570593 0.111 -0.115 -0.098
H -0.938319 2.106499 -2.341911 -0.051 -0.040 0.037
C 0.057700 5.306964 -0.202469 -0.092 0.057 -0.055
O -0.485068 4.170249 0.459481 -0.006 -0.177 -0.072
H -0.052997 6.210841 0.400604 -0.027 0.009 -0.030
H 1.118978 5.123738 -0.356505 0.024 -0.055 0.049
H -0.403074 5.463794 -1.181515 0.011 0.028 0.033
H -1.443628 4.187558 0.397633 0.005 0.144 0.041
```
Forces are in eV/Å.

Output
- total energy (eV) = -49285.5142
- max |F| (eV/Å) = 1.35